# 1
DFT (ωB97M-V/def2-TZVPD) results for an isolated molecule of C5H8N2 at a distorted geometry.

Output
Lowest unoccupied orbital energy ... 0.88 eV
SMILES string ... C[C@@]1(CC#N)CN1
ΔE to the lowest compared entry with this formula, charge and spin ... 1.267 eV
Frontier orbital gap ... 10.9 eV
Charge ... 0
Energy ... -8293.729 eV

Each line ends with the natural charge from an NBO analysis.
Atoms and positions in Å:
1 C 0.87504 -0.44319 1.05221  -0.63
2 C 0.18824 0.09040 -0.18734  0.09
3 C -1.04978 -0.68054 -0.64230  -0.51
4 C -1.92057 -1.00609 0.49146  0.29
5 N -2.53434 -1.27205 1.43525  -0.33
6 C 0.29633 1.53274 -0.50924  -0.25
7 N 0.99883 0.53110 -1.31409  -0.59
8 H 1.35591 -1.40685 0.84546  0.21
9 H 1.64039 0.25705 1.40288  0.22
10 H 0.15879 -0.59160 1.86700  0.24
11 H -0.74551 -1.61597 -1.12746  0.26
12 H -1.60845 -0.09837 -1.38278  0.26
13 H 0.87130 2.16147 0.16856  0.20
14 H -0.51297 2.04543 -1.02480  0.20
15 H 1.98680 0.49647 -1.07479  0.36

Forces on atoms 1 to 3 (eV/Å):
0.045 -0.002 0.000
-0.036 -0.054 0.160
0.011 0.010 -0.042

=====

# 2
DFT (ωB97M-V/def2-TZVPD) results for a structure of composition C14H15Br12FO3 at a distorted geometry.

Output
Lowest unoccupied orbital energy ... -0.56 eV
ΔE to the lowest compared entry with this formula, charge and spin ... 0.000 eV
Frontier orbital gap ... 8.2 eV
Charge ... 0
Energy ... -864129.919 eV

Each line ends with the natural charge from an NBO analysis.
Atoms and positions in Å:
1 C 2.77829 -1.79441 0.01833  -0.65
2 C 1.46161 -1.25603 0.51761  0.06
3 C 1.54873 0.04446 1.35388  -0.11
4 O 0.85762 1.00952 0.55943  -0.49
5 C 0.39294 0.45290 -0.56069  0.99
6 O -0.14245 1.04121 -1.41857  -0.59
7 O 0.60079 -0.88272 -0.56971  -0.51
8 H 3.55924 -1.82545 0.78270  0.23
9 H 3.16149 -1.26317 -0.85170  0.23
10 H 2.61896 -2.83909 -0.26146  0.22
11 H 0.95490 -2.01176 1.12806  0.19
12 H 2.59981 0.30535 1.50077  0.19
13 H 1.07155 -0.01946 2.32682  0.20
14 F -5.39078 1.51159 -5.15235  -0.34
15 C -4.29880 1.89417 -4.43923  0.39
16 C -3.30269 0.97307 -4.24683  -0.29
17 C -2.21151 1.31599 -3.45847  -0.19
18 C -2.16745 2.57980 -2.86648  -0.23
19 C -3.18366 3.48219 -3.08532  -0.20
20 C -4.26205 3.15387 -3.90078  -0.29
21 H -3.43366 0.01750 -4.74604  0.23
22 H -1.49753 0.55714 -3.16466  0.24
23 H -1.31458 2.79826 -2.23605  0.24
24 H -3.13716 4.45076 -2.60230  0.21
25 H -5.10111 3.82880 -3.99502  0.23
26 C -1.86920 2.03933 4.89772  -0.50
27 Br -0.82297 3.54857 4.37877  0.10
28 Br -1.76598 1.73878 6.78713  0.09
29 Br -1.36993 0.45997 3.92252  0.08
30 H -2.90266 2.22777 4.66492  0.23
31 C 0.39877 -3.00960 -3.30215  -0.50
32 Br -0.68017 -4.48837 -3.92414  0.08
33 Br 0.05263 -1.43873 -4.34087  0.11
34 Br 2.24912 -3.47510 -3.24977  0.09
35 H 0.07465 -2.80849 -2.29439  0.23
36 C 4.35287 1.47319 3.27398  -0.51
37 Br 5.17385 0.86901 1.64876  0.10
38 Br 3.79868 0.00140 4.35412  0.09
39 Br 2.90969 2.67115 2.96414  0.12
40 H 5.11946 1.99261 3.82164  0.23
41 C 0.61198 -3.97994 3.23367  -0.50
42 Br 1.40307 -4.87919 1.75617  0.12
43 Br -1.00456 -3.03905 2.71722  0.08
44 Br 1.80223 -2.73234 4.08160  0.09
45 H 0.30600 -4.69547 3.97701  0.23

Forces on atoms 1 to 3 (eV/Å):
0.073 -0.754 -0.154
-0.093 0.346 0.996
0.250 -0.534 -0.361

=====

# 3
DFT (ωB97M-V/def2-TZVPD) results for a structure of composition C16H12F5N3O9PRhS3 at a distorted geometry.

Output
Lowest unoccupied orbital energy (spin up / spin down) ... 0.58 / 0.70 eV
Spin multiplicity ... 2
⟨S²⟩ ... 0.84
ΔE to the lowest compared entry with this formula, charge and spin ... 3.116 eV
Frontier orbital gap (spin up / spin down) ... 6.2 / 6.4 eV
Charge ... -1
Energy ... -98068.706 eV

Each line ends with the Mulliken spin population.
Atoms and positions in Å:
1 Rh -0.51336 -0.75874 1.27032  0.08
2 C -2.42096 4.49902 -1.11322  0.00
3 C -2.52955 3.07540 -0.59872  0.00
4 O -1.23141 2.56871 -0.28973  0.00
5 P -0.83013 1.08272 -0.80833  -0.01
6 S 1.01845 0.90831 -0.01014  -0.05
7 S -2.37788 -0.13425 -0.33284  -0.04
8 O -0.85968 1.22271 -2.39361  0.00
9 C 0.06099 2.09297 -3.06088  0.00
10 C 1.26356 1.32424 -3.57184  0.00
11 H -3.41606 4.85879 -1.35789  0.00
12 H -1.79512 4.53281 -2.00090  0.00
13 H -1.98331 5.14466 -0.35741  0.00
14 H -3.00792 2.43442 -1.34763  0.00
15 H -3.12520 3.04106 0.31720  0.00
16 H 0.37662 2.89314 -2.37919  0.00
17 H -0.50947 2.52491 -3.88976  0.00
18 H 1.84546 0.94757 -2.73495  0.00
19 H 1.88430 1.97177 -4.18555  0.00
20 H 0.92011 0.48029 -4.16142  0.00
21 O 2.18644 -7.10305 -3.09820  0.00
22 N 1.81770 -6.81033 -1.97078  0.00
23 O 1.87608 -7.57782 -1.02314  0.00
24 C 1.31051 -5.50889 -1.74819  0.01
25 C 1.19894 -4.62539 -2.81006  -0.01
26 C 0.72570 -3.34391 -2.61565  0.01
27 C 0.36428 -2.84159 -1.31592  -0.08
28 O 0.01964 -1.67091 -1.08238  0.03
29 C 0.47688 -3.83723 -0.25601  0.05
30 C 0.92680 -5.10050 -0.45352  0.04
31 N 0.12575 -3.31520 1.02656  0.42
32 O 0.99505 -2.42073 1.46513  0.26
33 O -1.12960 -2.93939 1.13546  0.29
34 N 0.62845 -2.48942 -3.74498  0.00
35 O -0.14323 -1.55138 -3.71822  0.00
36 O 1.34163 -2.74486 -4.70537  0.00
37 H 1.46988 -4.94299 -3.80737  0.00
38 H 1.00180 -5.80265 0.36330  0.00
39 F 0.98207 -0.95468 8.23335  0.00
40 C 0.59760 -0.54173 7.01701  0.00
41 C 0.21282 -1.45932 6.04061  0.00
42 F 0.21390 -2.76661 6.32105  0.00
43 C -0.18624 -1.01197 4.79127  0.00
44 F -0.55220 -1.89720 3.85595  0.00
45 C -0.24123 0.35364 4.47473  0.00
46 S -0.81867 0.91890 2.95059  -0.01
47 C 0.14458 1.25337 5.47980  0.00
48 F 0.09771 2.57039 5.24902  0.00
49 C 0.56723 0.81842 6.72449  0.00
50 F 0.93366 1.70878 7.65771  0.00

Forces on atoms 1 to 3 (eV/Å):
1.013 -0.592 -2.672
0.126 -0.365 0.168
-0.316 0.118 -0.115

=====

# 4
DFT (ωB97M-V/def2-TZVPD) results for a cluster of 2 separate species, C2H6I2N2S in total at a distorted geometry.

Output
Lowest unoccupied orbital energy (spin up / spin down) ... 0.08 / -1.19 eV
Spin multiplicity ... 3
⟨S²⟩ ... 2.02
ΔE to the lowest compared entry with this formula, charge and spin ... 0.000 eV
Frontier orbital gap (spin up / spin down) ... 7.8 / 6.5 eV
Charge ... 0
Energy ... -32182.114 eV

Each line ends with the Mulliken spin population.
Atoms and positions in Å:
1 C -0.15996 -0.42385 -1.34662  0.00
2 C 0.47147 0.24139 1.25954  0.03
3 N 2.77597 -0.93301 -1.01714  1.62
4 N 0.26957 2.03470 -0.83474  0.07
5 S 0.98186 0.66930 -0.47457  0.03
6 I 4.35181 -0.65710 0.01673  0.25
7 I 1.23140 3.68705 -0.15813  0.00
8 H 0.19067 -1.43718 -1.18900  0.00
9 H -1.16478 -0.27592 -0.96445  0.00
10 H -0.11076 -0.17583 -2.39917  0.00
11 H -0.18207 1.03060 1.61309  0.00
12 H -0.03792 -0.71381 1.26345  0.00
13 H 1.36874 0.18929 1.86338  -0.01

Forces on atoms 1 to 3 (eV/Å):
0.433 0.045 0.206
0.405 -0.236 -0.489
-0.517 -0.874 -0.848

=====

# 5
DFT (ωB97M-V/def2-TZVPD) results for an isolated molecule of C18H19N5O3 at a distorted geometry.

Output
Lowest unoccupied orbital energy ... -0.43 eV
SMILES string ... COc1cc(/C=C/c2ccc3nc(N)nc(N)c3n2)cc(OC)c1OC
ΔE to the lowest compared entry with this formula, charge and spin ... 2.710 eV
Frontier orbital gap ... 7.2 eV
Charge ... 0
Energy ... -32566.200 eV

Each line ends with the natural charge from an NBO analysis.
Atoms and positions in Å:
1 N -4.40526 4.39589 -1.99123  -0.54
2 N -1.94169 1.79928 -1.33839  -0.41
3 N -2.63910 4.61993 -3.59998  -0.55
4 O 0.38227 -2.65627 4.04860  -0.53
5 O 3.78713 -3.02362 0.66810  -0.52
6 O 2.75284 -3.76769 3.05724  -0.52
7 C 0.04849 0.39668 -1.27729  -0.17
8 C -0.30138 -0.19586 -0.08141  -0.16
9 C -3.77647 4.95234 -2.98423  0.57
10 C -0.77345 1.42929 -1.91711  0.13
11 C 0.11113 -1.48007 1.96132  -0.27
12 C 1.74732 -1.67480 0.24155  -0.30
13 C -0.19652 2.05182 -3.03143  -0.20
14 C 0.82851 -2.34871 2.77203  0.34
15 C 2.53452 -2.52519 1.04285  0.34
16 C 2.05307 -2.85969 2.30545  0.14
17 C 0.51297 -1.17710 0.68529  -0.06
18 C -3.77784 3.34093 -1.51499  0.45
19 C -0.86683 3.08533 -3.63807  -0.16
20 C -2.58048 2.81969 -1.97570  0.00
21 C -2.07111 3.53019 -3.09590  0.17
22 N -4.31326 6.11627 -3.36667  -0.77
23 N -4.40249 2.75290 -0.48057  -0.76
24 C 1.23777 -2.17780 5.09641  -0.25
25 C 4.17095 -2.91106 -0.71039  -0.25
26 C 2.63151 -5.08982 2.64280  -0.24
27 H 0.96874 0.13206 -1.72917  0.19
28 H -1.21771 0.14862 0.37859  0.22
29 H -0.84231 -1.10162 2.34015  0.22
30 H 2.08629 -1.39002 -0.75755  0.21
31 H 0.78309 1.73018 -3.42637  0.22
32 H -0.43449 3.56554 -4.48504  0.22
33 H -3.63868 6.64938 -3.87482  0.39
34 H -4.74815 6.55177 -2.61651  0.38
35 H -5.03723 3.33362 0.04058  0.40
36 H -3.73330 2.15441 0.02932  0.41
37 H 1.65129 -3.00716 5.67947  0.19
38 H 0.63800 -1.58104 5.78660  0.18
39 H 2.11653 -1.57230 4.74476  0.19
40 H 4.10114 -1.89171 -1.04706  0.17
41 H 5.21701 -3.25069 -0.83004  0.20
42 H 3.50904 -3.52029 -1.31689  0.18
43 H 3.09112 -5.26728 1.63916  0.17
44 H 3.16367 -5.73439 3.33300  0.19
45 H 1.57333 -5.35193 2.59358  0.17

Forces on atoms 1 to 3 (eV/Å):
0.194 -1.510 0.864
1.087 0.157 -1.710
-1.206 0.119 0.145

=====

# 6
DFT (ωB97M-V/def2-TZVPD) results for a cluster of 2 separate species, C16H22BF3N5O5S2 in total at a distorted geometry.

Output
Lowest unoccupied orbital energy ... 1.02 eV
Frontier orbital gap ... 6.8 eV
Charge ... -1
Energy ... -65126.187 eV

Each line ends with the natural charge from an NBO analysis.
Atoms and positions in Å:
1 C -2.10204 1.56297 0.03954  -1.10
2 B -2.25974 -0.10350 -0.07696  1.17
3 O -3.09234 -0.71317 1.01951  -0.98
4 C -1.54782 -1.01976 -1.24197  -0.27
5 C -2.44066 -1.66918 -2.45231  -0.43
6 C -3.94292 -2.16586 -2.02943  0.41
7 N -4.98498 -1.02739 -2.01077  -0.86
8 N -3.99522 -3.03137 -0.77504  -0.85
9 N -4.41543 -3.08981 -3.17229  -0.85
10 N -0.50680 -0.21430 -2.04846  -0.70
11 C 0.94305 -0.53202 -1.76330  0.72
12 O 1.99895 -0.34390 -2.55835  -0.58
13 C 0.81924 -1.21578 -0.25698  -0.35
14 C 2.25727 -1.93706 0.08254  -0.45
15 C 3.26604 -0.71040 0.60183  -0.04
16 C 4.32315 0.09147 -0.37515  -0.22
17 C 5.26851 1.32569 0.15446  -0.23
18 C 5.10169 1.73342 1.76281  -0.20
19 C 4.10713 0.94930 2.80365  -0.23
20 C 3.17698 -0.29263 2.21200  -0.24
21 C -0.51480 -2.12801 -0.53307  -0.05
22 N -1.06247 -3.03368 0.54693  -0.50
23 C -0.58482 -2.71413 1.79384  0.28
24 S -0.06685 -2.22804 3.35481  0.03
25 H -2.08904 2.06995 -1.01509  0.22
26 H -1.07046 1.81617 0.58367  0.32
27 H -2.95696 2.04627 0.70071  0.25
28 H -2.56444 -0.75062 1.86996  0.50
29 H -1.82306 -2.60853 -2.85357  0.22
30 H -2.48891 -0.91313 -3.34377  0.24
31 H -4.42918 -0.14514 -2.21265  0.36
32 H -5.41816 -0.94300 -1.06387  0.39
33 H -3.21872 -3.72944 -0.80854  0.37
34 H -4.91875 -3.55205 -0.86738  0.37
35 H -3.60685 -3.71705 -3.44021  0.34
36 H -4.50770 -2.42329 -3.98496  0.35
37 H -0.76662 0.76904 -2.27690  0.42
38 H 0.69788 -0.34988 0.55535  0.28
39 H 2.77493 -2.43584 -0.84862  0.24
40 H 2.19553 -2.71534 0.96602  0.23
41 H 4.42663 -0.19620 -1.52945  0.24
42 H 6.00480 1.92720 -0.55657  0.24
43 H 5.73309 2.63273 2.16797  0.22
44 H 4.00859 1.21109 3.95128  0.24
45 H 2.45913 -0.85212 2.95025  0.22
46 H -0.16922 -2.88387 -1.37895  0.22
47 C 1.56711 5.07188 2.99852  0.69
48 F 0.35193 5.34934 3.57145  -0.34
49 F 2.29978 6.22705 3.10210  -0.34
50 F 2.17502 4.16935 3.83396  -0.34
51 S 1.42047 4.45541 1.24044  2.31
52 O 0.75477 5.53564 0.49928  -0.98
53 O 0.61497 3.22911 1.31963  -1.01
54 O 2.79833 4.21244 0.79212  -0.98

Forces on atoms 1 to 3 (eV/Å):
0.201 -0.224 0.066
-1.528 1.001 2.254
2.936 0.690 -1.153

=====

| no. | molar mass (g mol⁻¹) |
| --- | --- |
| 1 | 96.1 |
| 2 | 1209.1 |
| 3 | 715.4 |
| 4 | 344.0 |
| 5 | 353.4 |
| 6 | 496.3 |